Run w
A single C5H15N3 molecule, computed with ωB97M-V/def2-TZVPD.

Summary:
Net charge ... 0
E_HOMO ... -8.927 eV
SMILES string ... C[C@H](N)CNCCN
LUMO level ... 1.03 eV
HOMO-LUMO gap ... 9.95 eV

Last column: natural (NBO) charge in e.
Atoms and positions in Å:
C1 0.75 -2.68 -0.35  -0.63
C2 1.62 -1.49 0.13  -0.05
N1 2.05 -1.49 1.54  -0.87
C3 0.86 -0.13 -0.09  -0.25
N2 -0.60 -0.27 -0.17  -0.62
C4 -1.27 0.91 -0.73  -0.24
C5 -1.27 2.18 0.11  -0.24
N3 -1.64 3.35 -0.72  -0.81
H1 -0.06 -2.83 0.34  0.20
H2 0.26 -2.38 -1.28  0.23
H3 1.45 -3.52 -0.33  0.20
H4 2.51 -1.48 -0.49  0.18
H5 1.24 -1.51 2.14  0.36
H6 2.82 -2.09 1.74  0.37
H7 1.19 0.34 -1.03  0.19
H8 1.22 0.47 0.76  0.19
H9 -0.85 -0.33 0.81  0.34
H10 -2.31 0.53 -0.70  0.19
H11 -1.09 1.00 -1.80  0.21
H12 -0.35 2.37 0.67  0.19
H13 -2.00 2.07 0.93  0.16
H14 -2.36 3.06 -1.38  0.34
H15 -2.18 3.95 -0.09  0.35


Run x
2 unconnected molecules or ions with the total composition C5H15N3, computed with ωB97M-V/def2-TZVPD.

Summary:
Net charge ... 0
E_HOMO ... -6.763 eV
LUMO level ... -3.39 eV
HOMO-LUMO gap ... 3.37 eV

Last column: natural (NBO) charge in e.
Atoms and positions in Å:
C1 -1.75 -1.04 -0.95  -0.27
C2 -2.15 0.47 -1.05  -0.37
C3 -1.20 1.28 -0.15  -0.42
C4 0.31 1.00 -0.16  -0.25
N1 0.77 -0.04 0.72  -0.56
C5 1.86 -0.83 0.16  -0.15
N2 2.75 0.06 -0.48  -0.50
N3 -1.76 -1.49 0.39  -0.64
H1 -0.75 -1.08 -1.38  0.16
H2 -2.40 -1.57 -1.68  0.20
H3 -3.16 0.66 -0.75  0.21
H4 -1.93 0.71 -2.11  0.20
H5 -1.37 2.35 -0.35  0.22
H6 -1.51 1.10 0.91  0.21
H7 0.60 0.80 -1.20  0.21
H8 0.91 1.88 0.11  0.22
H9 3.08 0.73 2.92  0.00
H10 2.23 -1.40 1.02  0.22
H11 1.49 -1.48 -0.68  0.26
H12 3.67 -0.39 -0.48  0.32
H13 3.05 0.48 3.62  0.00
H14 -2.73 -1.54 0.69  0.32
H15 -0.03 -0.66 0.89  0.41


Which is most stable, and by how much? run w, by 162.4 kcal/mol.


Run w
A single C5H15N3 molecule, computed with ωB97M-V/def2-TZVPD.

Summary:
Net charge ... 0
E_HOMO ... -8.508 eV
SMILES string ... CC(CN)(CN)CN
LUMO level ... 0.91 eV
HOMO-LUMO gap ... 9.42 eV

Last column: natural (NBO) charge in e.
Atoms and positions in Å:
C1 2.24 -0.19 0.29  -0.60
C2 0.70 -0.20 0.02  -0.08
C3 -0.09 -0.55 1.33  -0.23
N1 -1.38 0.17 1.32  -0.90
C4 0.20 -1.24 -1.03  -0.21
N2 -1.28 -1.26 -0.89  -0.90
C5 0.52 1.28 -0.31  -0.23
N3 -0.73 1.70 -0.77  -0.83
H1 2.79 -0.22 -0.57  0.20
H2 2.68 0.68 0.81  0.22
H3 2.53 -1.03 0.88  0.20
H4 0.49 -0.37 2.31  0.19
H5 -0.35 -1.59 1.49  0.19
H6 -1.85 0.37 2.35  0.36
H7 -2.03 -0.39 0.72  0.39
H8 0.73 -2.13 -0.74  0.21
H9 0.62 -0.73 -2.06  0.17
H10 -1.71 -1.66 -1.75  0.36
H11 -1.80 -0.28 -0.94  0.41
H12 1.23 1.59 -1.12  0.18
H13 0.65 2.04 0.40  0.20
H14 -0.41 2.62 -1.35  0.34
H15 -1.27 2.28 0.12  0.37


Run x
A single C5H15N3 molecule, computed with ωB97M-V/def2-TZVPD.

Summary:
Net charge ... 0
E_HOMO ... -8.787 eV
SMILES string ... CC(C)(N)C(C)(N)N
LUMO level ... 0.94 eV
HOMO-LUMO gap ... 9.72 eV

Last column: natural (NBO) charge in e.
Atoms and positions in Å:
C1 -0.34 -1.84 -0.59  -0.63
C2 -0.29 -0.31 -0.60  0.11
C3 -1.71 0.24 -0.75  -0.63
N1 0.47 0.12 -1.84  -0.88
C4 0.44 0.23 0.67  0.27
C5 0.65 1.75 0.65  -0.64
N2 1.73 -0.38 0.91  -0.86
N3 -0.46 -0.21 1.81  -0.86
H1 0.66 -2.27 -0.65  0.20
H2 -0.90 -2.18 -1.46  0.22
H3 -0.83 -2.18 0.31  0.23
H4 -2.10 -0.07 -1.72  0.22
H5 -1.73 1.32 -0.71  0.20
H6 -2.36 -0.17 0.03  0.22
H7 1.43 -0.21 -1.82  0.36
H8 0.31 1.09 -2.05  0.37
H9 1.14 2.04 1.59  0.22
H10 1.30 2.04 -0.17  0.21
H11 -0.29 2.29 0.57  0.20
H12 2.38 -0.22 0.15  0.36
H13 1.63 -1.37 1.09  0.37
H14 -1.22 0.45 1.91  0.36
H15 0.10 -0.16 2.66  0.36


Run y
2 unconnected molecules or ions with the total composition C5H15N3, computed with ωB97M-V/def2-TZVPD.

Summary:
Net charge ... 0
E_HOMO (spin up / spin down) ... -6.940 / -6.954 eV
LUMO level (spin up / spin down) ... 0.28 / 0.29 eV
HOMO-LUMO gap (spin up / spin down) ... 7.22 / 7.25 eV

Last column: natural (NBO) charge in e.
Atoms and positions in Å:
C1 0.89 0.09 -0.89  0.18
C2 -0.40 0.72 1.85  -0.43
C3 1.56 1.37 -0.54  -0.70
C4 1.63 -1.18 -0.62  -0.69
N1 -0.50 -0.33 0.85  -0.56
H1 -0.44 -1.24 1.32  0.36
H2 0.35 0.11 -1.82  0.23
H3 0.55 0.63 2.39  0.20
H4 -0.43 1.69 1.35  0.21
H5 -1.21 0.69 2.59  0.20
H6 1.00 -2.05 -0.75  0.23
H7 1.85 1.43 0.51  0.21
H8 0.95 2.23 -0.79  0.24
H9 2.49 1.43 -1.12  0.23
H10 2.45 -1.25 -1.35  0.22
H11 2.08 -1.21 0.38  0.21
N2 -2.00 -1.50 -0.68  -0.85
C5 -1.75 -0.23 -0.04  0.24
N3 -1.54 0.76 -1.00  -0.91
H12 -1.57 -1.52 -1.60  0.37
H13 -1.76 -2.32 -0.14  0.34
H14 -1.62 1.68 -0.57  0.32
H15 -2.58 -0.02 0.67  0.15


Which is most stable, and by how much? run x, by 86.8 kcal/mol.


Run w
A gas-phase ion, C4H12N3S (charge +1), computed with ωB97M-V/def2-TZVPD.

Summary:
Net charge ... +1
E_HOMO ... -13.926 eV
SMILES string ... CC/[N+](C)=C(\N)NS
LUMO level ... -2.86 eV
HOMO-LUMO gap ... 11.06 eV

Last column: natural (NBO) charge in e.
Atoms and positions in Å:
C1 1.51 1.02 1.22  -0.66
C2 0.67 1.25 -0.01  -0.25
N1 -0.07 0.04 -0.58  -0.39
C3 0.48 -0.67 -1.79  -0.44
C4 -1.15 -0.38 0.05  0.68
N2 -1.35 0.13 1.24  -0.76
N3 -2.08 -1.28 -0.57  -0.77
S1 -3.58 -1.73 0.08  0.24
H1 1.07 0.28 1.87  0.20
H2 2.58 0.84 1.04  0.25
H3 1.64 2.01 1.72  0.25
H4 1.37 1.81 -0.84  0.25
H5 -0.05 2.07 0.16  0.23
H6 0.31 -1.82 -1.56  0.23
H7 1.61 -0.55 -1.80  0.25
H8 -0.05 -0.32 -2.75  0.23
H9 -2.17 -0.26 1.62  0.42
H10 -0.58 0.49 1.80  0.44
H11 -2.13 -1.28 -1.60  0.43
H12 -3.55 -3.00 0.22  0.12


Run x
2 unconnected molecules or ions with the total composition C4H12N3S, computed with ωB97M-V/def2-TZVPD.

Summary:
Net charge ... +1
E_HOMO ... -12.401 eV
LUMO level ... -3.92 eV
HOMO-LUMO gap ... 8.49 eV

Last column: natural (NBO) charge in e.
Atoms and positions in Å:
C1 3.58 -0.09 0.15  -0.02
C2 1.33 0.65 -0.24  0.03
C3 3.38 -1.40 -0.06  -0.40
C4 -2.89 -0.27 -1.04  -0.41
N1 2.67 0.90 -0.21  -0.54
N2 -2.32 -0.41 1.23  -0.64
N3 -2.43 0.51 0.13  -0.42
S1 0.15 1.88 -0.39  -0.14
H1 4.39 0.29 0.65  0.21
H2 1.00 -0.28 0.02  0.20
H3 -3.13 -0.60 1.70  0.38
H4 4.00 -2.08 0.47  0.23
H5 2.55 -1.80 -0.53  0.20
H6 -3.46 -1.11 -0.80  0.24
H7 -3.58 0.42 -1.62  0.22
H8 -2.06 -0.54 -1.60  0.22
H9 3.04 1.77 0.17  0.43
H10 -1.55 -0.10 1.91  0.39
H11 -3.21 1.36 0.15  0.42
H12 -1.46 0.90 -0.09  0.41


Run y
2 unconnected molecules or ions with the total composition C4H12N3S, computed with ωB97M-V/def2-TZVPD.

Summary:
Net charge ... +1
E_HOMO ... -13.810 eV
LUMO level ... -4.35 eV
HOMO-LUMO gap ... 9.46 eV

Last column: natural (NBO) charge in e.
Atoms and positions in Å:
C1 1.04 -1.29 -0.36  -0.47
C2 -1.95 1.44 -2.53  -0.45
C3 2.38 -1.38 2.49  -0.83
C4 -2.21 1.51 -0.16  0.02
N1 0.24 -0.20 0.11  -0.24
N2 -1.58 1.16 -1.16  -0.44
N3 0.25 0.05 1.34  -0.34
S1 1.06 -0.16 2.62  0.80
H1 2.01 -0.94 -0.63  0.23
H2 0.48 -1.74 -1.16  0.24
H3 1.38 -2.00 0.37  0.21
H4 -1.21 2.18 -3.00  0.23
H5 -1.77 0.45 -3.13  0.24
H6 -2.85 2.05 -2.49  0.22
H7 3.30 -0.83 2.72  0.26
H8 2.41 -1.95 1.65  0.23
H9 2.41 -1.92 3.42  0.27
H10 -1.85 1.11 0.72  0.18
H11 -3.03 2.22 -0.16  0.18
H12 -0.52 0.23 -0.66  0.44


Which is most stable, and by how much? run w, by 45.2 kcal/mol.


Run w
2 unconnected molecules or ions with the total composition C4H14NOS, computed with ωB97M-V/def2-TZVPD.

Summary:
Net charge ... 0
E_HOMO (spin up / spin down) ... -3.145 / -9.225 eV
2S+1 ... 2
LUMO level (spin up / spin down) ... 0.78 / 0.53 eV
HOMO-LUMO gap (spin up / spin down) ... 3.93 / 9.75 eV

Last column: natural (NBO) charge in e.
Atoms and positions in Å:
C1 -1.21 1.62 0.64  -0.64
C2 -0.35 0.84 -0.32  -0.10
C3 -1.03 -0.56 -0.56  -0.45
C4 -0.26 -1.64 -1.22  -0.50
S1 0.14 -1.10 -2.99  -0.13
N1 1.08 0.72 0.17  -1.04
H1 -1.16 1.19 1.64  0.23
H2 -1.04 2.69 0.60  0.23
H3 -2.24 1.49 0.28  0.22
H4 -0.25 1.25 -1.32  0.22
H5 -1.85 -0.26 -1.22  0.22
H6 -1.66 -0.86 0.29  0.23
H7 0.74 -1.88 -0.86  0.21
H8 -0.87 -2.52 -1.41  0.24
H9 0.25 -2.27 -3.62  0.13
H10 1.19 0.66 1.20  0.43
H11 1.57 -0.09 -0.31  0.31
H12 1.52 1.65 -0.09  0.29
H13 1.59 0.06 3.68  0.47
H14 2.35 -0.70 2.62  0.44
O1 1.48 -0.29 2.78  -1.02


Run x
2 unconnected molecules or ions with the total composition C4H14NOS, computed with ωB97M-V/def2-TZVPD.

Summary:
Net charge ... 0
E_HOMO (spin up / spin down) ... -2.984 / -9.264 eV
2S+1 ... 2
LUMO level (spin up / spin down) ... 0.58 / 0.47 eV
HOMO-LUMO gap (spin up / spin down) ... 3.57 / 9.73 eV

Last column: natural (NBO) charge in e.
Atoms and positions in Å:
C1 1.22 -0.84 -1.33  -0.64
C2 -0.06 -0.39 -0.65  -0.13
C3 -0.35 -1.20 0.61  -0.44
C4 -1.77 -0.80 1.16  -0.62
S1 -2.88 0.16 0.14  -0.08
N1 0.03 1.04 -0.29  -0.96
H1 1.22 -1.90 -1.42  0.22
H2 2.10 -0.37 -0.93  0.22
H3 1.29 -0.64 -2.44  0.22
H4 -0.72 -0.66 -1.39  0.22
H5 -0.53 -2.27 0.37  0.21
H6 0.53 -1.14 1.27  0.22
H7 -1.60 -0.55 2.21  0.24
H8 -2.31 -1.80 1.31  0.22
H9 -3.53 -0.93 -0.46  0.09
H10 0.71 1.15 0.48  0.43
H11 -0.91 1.32 0.01  0.35
H12 0.35 1.47 -1.19  0.33
H13 2.61 2.68 1.58  0.47
H14 2.28 3.26 0.28  0.45
O1 2.32 2.40 0.69  -1.02


Which is most stable, and by how much? run w, by 19.2 kcal/mol.


Run w
A single C7H9N3O molecule, computed with ωB97M-V/def2-TZVPD.

Summary:
Net charge ... 0
E_HOMO ... -8.853 eV
SMILES string ... CC(C)=N[C@](O)(C#N)CC#N
LUMO level ... -0.32 eV
HOMO-LUMO gap ... 8.53 eV

Last column: natural (NBO) charge in e.
Atoms and positions in Å:
C1 0.66 0.77 -1.94  -0.72
C2 0.36 -0.44 -1.05  0.57
C3 -0.08 -1.69 -1.78  -0.72
N1 0.52 -0.43 0.22  -0.61
C4 -0.49 0.04 1.13  0.32
O1 -0.96 -1.03 1.96  -0.69
C5 -1.67 0.63 0.43  0.22
N2 -2.51 1.27 -0.03  -0.29
C6 0.13 1.07 2.13  -0.51
C7 1.55 0.72 2.35  0.29
N3 2.65 0.42 2.47  -0.31
H1 0.23 1.63 -1.42  0.24
H2 0.15 0.67 -2.90  0.22
H3 1.74 0.91 -2.05  0.26
H4 0.81 -2.34 -1.82  0.26
H5 -0.82 -2.25 -1.21  0.23
H6 -0.37 -1.52 -2.81  0.22
H7 -1.62 -1.51 1.45  0.47
H8 0.07 2.09 1.76  0.26
H9 -0.35 0.98 3.11  0.27


Run x
2 unconnected molecules or ions with the total composition C7H9N3O, computed with ωB97M-V/def2-TZVPD.

Summary:
Net charge ... 0
E_HOMO ... -9.176 eV
LUMO level ... 0.00 eV
HOMO-LUMO gap ... 9.17 eV

Last column: natural (NBO) charge in e.
Atoms and positions in Å:
C1 -2.05 -0.22 0.64  0.18
C2 0.96 3.21 0.54  -0.08
C3 0.47 2.27 -0.37  -0.09
C4 -0.05 1.79 1.73  0.18
C5 1.14 -2.79 -0.66  -0.62
C6 -0.12 -1.97 -0.82  -0.06
C7 -0.92 0.20 -0.02  0.22
N1 -3.07 -0.57 1.04  -0.23
N2 0.65 2.86 1.80  -0.44
N3 -0.19 1.35 0.43  -0.38
O1 0.15 -0.73 -0.37  -0.51
H1 1.59 3.98 0.38  0.20
H2 0.56 2.37 -1.51  0.24
H3 -0.43 1.19 2.54  0.20
H4 0.97 -3.78 -0.17  0.21
H5 1.47 -2.89 -1.63  0.21
H6 1.81 -2.23 -0.10  0.23
H7 -0.92 -2.43 -0.23  0.17
H8 -0.51 -1.92 -1.85  0.16
H9 -1.52 0.30 -1.36  0.19


Which is most stable, and by how much? run w, by 13.8 kcal/mol.


Run w
3 unconnected molecules or ions with the total composition C3H8N3, computed with ωB97M-V/def2-TZVPD.

Summary:
Net charge ... +1
E_HOMO ... -11.476 eV
LUMO level ... -6.49 eV
HOMO-LUMO gap ... 4.99 eV

Last column: natural (NBO) charge in e.
Atoms and positions in Å:
C1 6.55 2.54 0.42  0.07
C2 -6.41 -1.06 0.60  0.19
C3 4.52 -0.65 -0.49  -0.04
N1 -6.96 -0.50 -0.44  -0.57
N2 6.14 2.91 -0.62  -0.31
N3 3.58 -0.09 0.16  -0.60
H1 6.86 2.11 1.38  0.24
H2 -7.92 -0.59 -0.68  0.44
H3 -5.49 -0.73 0.91  0.24
H4 -7.12 -1.68 1.09  0.24
H5 4.63 -1.71 -0.89  0.14
H6 5.26 -0.06 -1.02  0.16
H7 -6.55 0.30 -1.02  0.46
H8 2.92 -0.78 0.59  0.33


Run x
A gas-phase ion, C3H8N3 (charge +1), computed with ωB97M-V/def2-TZVPD.

Summary:
Net charge ... +1
E_HOMO (spin up / spin down) ... -15.215 / -15.253 eV
LUMO level (spin up / spin down) ... -5.69 / -6.16 eV
HOMO-LUMO gap (spin up / spin down) ... 9.52 / 9.09 eV

Last column: natural (NBO) charge in e.
Atoms and positions in Å:
C1 -1.63 -0.26 -0.06  -0.32
C2 -0.26 -0.23 -0.74  -0.25
C3 2.06 -0.05 0.07  -0.45
N1 0.30 0.88 1.24  0.18
N2 -1.75 0.96 0.61  -0.32
N3 0.67 0.25 0.30  -0.03
H1 -2.40 -0.26 -0.84  0.30
H2 -1.77 -1.17 0.55  0.22
H3 0.05 -1.19 -1.14  0.26
H4 -0.25 0.52 -1.53  0.26
H5 2.24 -1.11 0.25  0.26
H6 2.68 0.54 0.75  0.27
H7 2.33 0.17 -0.96  0.26
H8 -2.25 0.95 1.50  0.38


Which is most stable, and by how much? run w, by 16.3 kcal/mol.